The following is a quantum chemistry calculation of C17H42N2O23S4V as an isolated structure at a distorted geometry, from the Open Molecules 2025 dataset.

Structure (XYZ):
```
89
Properties=species:S:1:pos:R:3:forces:R:3:lowdin_charge:R:1
V 0.794666 -0.346585 -0.430281 1.6708 1.6573 -1.4216 0.96
S 0.257176 5.129405 -0.228491 2.3158 -2.3067 -2.4972 0.65
S 2.530616 -5.473975 -4.803591 0.6054 1.2490 0.7969 0.72
S 0.576936 2.961565 4.278629 -0.5035 -2.6006 -0.4726 0.71
S -5.087734 -4.529575 -1.537291 0.7938 1.9658 -0.4342 0.67
O -5.389074 -3.111775 -1.765401 0.2717 -2.0352 0.5666 -0.31
O 2.625226 -0.512195 -2.003421 -4.6215 -0.5811 -0.1665 -0.10
O 0.354876 -1.812995 -0.756711 -0.7802 -1.3350 -0.1828 -0.37
O 1.051046 5.777105 0.789829 -1.0385 0.2594 -0.2159 -0.30
O 3.661066 -5.062155 -5.656371 -2.7454 -0.9189 1.4280 -0.28
O -0.271674 2.489875 5.415079 1.5725 1.5911 -1.7628 -0.37
O 4.480656 -0.827485 -1.102991 1.7236 -1.4611 1.9169 -0.01
O -5.344354 -5.435235 -2.653371 0.6329 0.5990 1.8928 -0.31
O -0.276354 0.238195 0.591519 -0.1846 -0.0188 0.4585 -0.41
O 3.378236 3.073445 -1.393851 1.1907 2.6384 -2.1723 0.00
O 4.178736 2.017905 0.309449 0.7583 1.0638 0.4035 -0.06
O 1.322226 -4.331875 -4.799091 1.8683 -1.7552 -2.3665 -0.22
O 2.921276 -5.186015 -3.249361 0.2581 -1.6214 -0.7711 -0.19
O 2.033056 -6.847705 -4.913951 0.5902 2.3829 0.0062 -0.29
O -0.233454 0.594255 -2.183011 -0.8225 -0.9884 -0.5464 -0.31
O 4.374816 -0.103565 -3.063861 1.4893 0.6274 -3.4776 -0.03
O -3.525294 -4.644515 -0.993381 -2.8644 -1.9262 -1.3243 -0.25
O 0.195546 4.115805 3.452709 0.9668 -1.4941 2.2263 -0.32
O 1.003286 4.403985 -1.290361 -2.8466 2.3617 2.6017 -0.27
O 2.188196 1.745275 -0.326811 -3.2604 -1.1971 0.8782 -0.12
O -0.692384 6.230105 -0.992411 -0.2673 0.2876 0.0643 -0.29
O 2.143396 3.109555 4.822639 -0.9872 0.7718 -0.1819 -0.30
O 2.435576 -1.246535 1.252099 -0.3450 1.5387 -1.4467 -0.26
N 3.260936 2.340405 -0.468511 0.8762 -2.8535 1.3226 -0.64
N 3.838096 -0.520305 -2.074101 1.0297 1.0051 1.6903 -0.69
C 2.294926 -4.051845 -2.704341 -1.3010 2.4575 0.7286 -0.17
C 4.206036 2.109705 5.753159 -1.0948 -0.7569 0.8213 -0.06
C -1.364754 7.298755 -0.264491 1.4761 -1.7674 1.5416 -0.30
C 2.146246 -2.260515 2.108639 -1.4267 1.8002 -1.0980 -0.66
C -3.086954 -2.869615 0.610389 -1.3727 1.2597 0.0301 -0.08
C -1.849574 8.271435 -1.239511 -0.1404 1.6989 -1.0261 -0.10
C 2.641416 2.235445 5.865329 0.8618 0.1196 -0.6004 -0.25
C -1.509094 0.282075 -2.778951 1.2776 0.7579 3.4323 -0.53
C -5.926454 -5.123615 -0.033781 0.5488 0.4142 -1.0642 -0.11
C -1.035934 4.093795 0.522069 1.1261 1.0704 -0.8302 -0.09
C 0.912796 1.516025 3.155599 -0.1806 1.4130 0.8880 -0.08
C -2.817664 -3.466605 -0.709651 1.9481 1.1895 -0.0842 -0.31
C -2.656744 0.636615 -1.710431 0.3569 -0.1361 -1.9628 -0.07
C -1.767724 0.886135 -4.149701 0.2717 0.1250 -0.5099 -0.09
C 0.714686 -2.048215 2.587889 -0.7810 -0.2973 0.6688 -0.09
C 2.277606 -3.578505 1.456509 0.6734 -2.1900 -0.8002 -0.10
C 0.998906 -3.869775 -3.490941 0.0016 -0.1821 -0.0205 -0.15
H -2.799824 0.685225 -4.436951 -0.3832 0.3663 0.1224 0.05
H -1.703704 -0.784875 -2.887781 0.4302 -0.7805 -0.1807 0.09
H -0.648904 7.644215 0.481379 0.2775 0.6484 -0.2894 0.11
H -1.774124 3.906365 -0.257701 0.1775 -0.1929 0.0945 0.06
H 0.167616 -2.967095 2.798749 -0.0135 -0.4649 0.4746 0.05
H -2.195064 9.209405 -0.804841 -0.5744 -0.2391 0.6124 0.07
H 0.114106 -1.566965 1.816009 0.3294 0.0675 0.0599 0.03
H 4.573016 1.343335 5.070449 -0.3743 0.6927 -0.9512 0.08
H -1.048484 8.695935 -1.844631 0.2554 -0.6751 -0.3642 0.08
H -5.418694 -4.701115 0.833269 0.1496 -0.1961 -0.1964 0.06
H -3.569564 0.409675 -2.261201 -0.6124 -0.1602 0.2335 0.04
H -6.942084 -4.728815 -0.061021 -0.0389 -0.4177 -0.1947 0.06
H -4.080614 -2.430415 0.521839 -0.5962 -0.3202 0.7192 0.07
H 4.723076 3.068295 5.710009 -0.1418 -0.1413 -0.3509 0.07
H -2.632354 7.861955 -1.878021 0.1056 0.0292 -0.0547 0.08
H -1.499804 1.936745 -4.261731 -0.3163 0.2438 0.4928 0.07
H -1.766744 -3.748435 -0.644501 0.0651 -0.2072 -0.8641 0.12
H 1.328856 0.706585 3.755449 -0.0110 0.1858 -0.0294 0.05
H -2.510314 -1.946505 0.669109 0.7211 -0.3144 0.3951 0.08
H 2.369686 2.669395 6.827589 -0.0018 0.0273 0.0144 0.10
H -0.476174 3.205615 0.815179 -0.3774 -0.1142 0.2689 0.06
H -1.416964 4.746195 1.307739 -0.0535 -0.5675 0.3007 0.05
H 1.659206 1.930165 2.477769 -0.0834 -0.3660 -0.3795 0.08
H -2.991094 -2.724625 -1.489071 0.2952 -0.1186 -0.0645 0.12
H -2.958264 -3.554765 1.448299 0.0495 0.2407 0.0326 0.09
H -2.709564 1.697825 -1.467221 0.3615 0.0352 0.2243 0.05
H 2.862586 -2.164955 2.924609 0.2012 -0.4671 0.8556 0.11
H 3.328196 -3.790565 1.257999 0.2039 -0.0938 0.0786 0.07
H 0.165956 -4.522055 -3.228591 0.0810 0.0895 0.8835 0.12
H 2.172086 1.254865 5.786029 0.0400 -0.0204 -0.0236 0.10
H 2.030466 -4.009655 -1.647761 0.1605 -1.4225 0.2465 0.12
H 0.687076 -1.416295 3.475589 -0.1222 0.0852 0.1402 0.05
H 4.522296 1.601785 6.664259 -0.0898 0.3516 0.6849 0.05
H -2.581174 -0.002205 -0.830481 0.2190 0.2460 -0.0088 0.04
H 1.847206 -4.407235 2.018699 0.1438 -0.2794 0.6272 0.05
H 2.937836 -3.171705 -2.693601 0.1829 0.0921 -0.9671 0.13
H -5.809774 -6.200725 -0.153491 -0.3873 0.0328 0.5392 0.06
H 1.801166 -3.711935 0.485279 -0.3194 0.8485 -0.1179 0.04
H -0.005034 1.188985 2.666999 0.1282 0.1974 -0.1110 0.05
H -1.215094 0.432315 -4.972351 0.5049 -0.4756 0.2972 0.06
H -2.143054 6.903995 0.388589 -0.5092 -0.3499 -0.3790 0.11
H 0.642976 -2.843655 -3.583011 0.3314 0.0235 0.2025 0.14
```
Forces are in eV/Å.

Properties
Max |F|   4.66 eV/Å
E   -137397.9788 eV
Orbital gap   0.152 Eh
Total charge   -3
HOMO   0.513 eV
Lowest unoccupied orbital energy   4.661 eV